No. 1
41
Properties=species:S:1:pos:R:3:forces:R:3 method="wB97M-V/def2-TZVPD" total_charge=0 relative_energy_ev=0.000 smiles="CCC(=O)c1cn(CC(=O)Nc2ccccc2F)c2ccccc12" homo_lumo_gap_ha=0.329
C 0.83747 -4.72499 3.48362 -0.1 0.1 -0.1
C 0.13984 -3.83878 2.46119 0.3 -0.1 0.4
C 0.22843 -2.36724 2.83590 -0.1 -0.5 -0.3
O 0.80085 -1.98901 3.83637 0.0 0.0 0.0
C -0.42211 -1.44355 1.91151 -0.2 0.4 -0.2
C -1.04967 -1.72552 0.71856 0.3 -0.3 0.5
N -1.53020 -0.59144 0.14794 0.0 0.0 0.0
C -2.20158 -0.48748 -1.11319 -0.4 0.2 -0.5
C -1.47522 0.38986 -2.14922 0.0 -0.2 0.5
O -2.06730 0.88980 -3.07097 -0.2 0.1 -0.2
N -0.13931 0.51893 -1.92327 0.3 -0.2 0.1
C 0.70269 1.33117 -2.70526 0.0 0.1 -0.3
C 1.52105 2.27826 -2.09999 -0.1 -0.1 -0.1
C 2.33748 3.09129 -2.86406 0.1 0.0 0.0
C 2.34259 2.97504 -4.24440 0.0 0.0 0.0
C 1.54927 2.02497 -4.86249 -0.1 -0.1 0.1
C 0.74597 1.20510 -4.09169 0.1 0.0 0.1
F 0.03615 0.23765 -4.69675 0.1 0.1 0.1
C -1.22674 0.47582 0.96594 0.2 0.2 0.7
C -1.49488 1.82965 0.80424 -0.1 0.0 -0.1
C -1.04798 2.68281 1.79124 -0.1 0.0 -0.1
C -0.35489 2.20541 2.90691 0.1 0.0 0.1
C -0.08700 0.86390 3.07019 0.0 0.1 0.1
C -0.52459 -0.01937 2.08600 -0.2 0.0 -0.4
H 0.75996 -5.77179 3.19987 0.0 -0.1 0.0
H 0.38750 -4.59028 4.46381 0.0 0.0 0.1
H 1.88800 -4.45561 3.55746 0.1 0.0 0.1
H 0.59177 -3.97028 1.47504 -0.1 0.0 -0.1
H -0.91629 -4.10776 2.38265 0.0 0.0 -0.1
H -1.18762 -2.67116 0.22899 0.0 -0.2 -0.1
H -3.20435 -0.06381 -0.98604 0.2 -0.1 -0.1
H -2.31160 -1.48496 -1.54838 0.0 0.1 0.1
H 0.22369 0.25111 -1.01904 -0.1 0.0 -0.1
H 1.50395 2.37235 -1.02370 -0.1 0.0 0.1
H 2.96569 3.82238 -2.37947 0.1 0.1 0.0
H 2.97163 3.61696 -4.84089 0.1 0.1 -0.1
H 1.54956 1.89909 -5.93342 0.0 0.0 -0.1
H -2.02855 2.19977 -0.05856 -0.1 0.1 -0.1
H -1.23693 3.74193 1.70042 0.0 0.1 0.0
H -0.02422 2.91019 3.65506 0.0 0.0 0.1
H 0.44750 0.48960 3.92788 0.0 0.0 0.1


No. 2
46
Properties=species:S:1:pos:R:3:forces:R:3 method="wB97M-V/def2-TZVPD" total_charge=+1 relative_energy_ev=1.499 homo_lumo_gap_ha="0.166 / 0.166"
Au 1.94662 1.24121 -0.64942 -0.9 0.7 -0.3
O -0.80490 2.79460 -2.17564 -1.0 -4.2 -1.4
C -0.99608 1.68442 -2.47014 1.5 6.4 1.7
C -1.28397 0.41506 -2.75869 -0.7 -3.8 -0.8
C -1.93851 0.05784 -3.98855 0.4 0.9 0.7
C -2.28046 -1.24124 -4.22996 -0.1 -0.5 0.0
C -2.01528 -2.24402 -3.28636 0.1 0.6 -0.2
C -1.35282 -1.93777 -2.11155 0.0 0.1 0.1
C -0.95920 -0.63991 -1.82124 -0.4 0.9 -0.3
P 0.05350 -0.25438 -0.38491 1.7 -0.1 1.0
C 0.40384 -1.88155 0.32999 -0.5 0.1 -0.1
C 1.57281 -2.55292 -0.01456 -0.1 0.2 -0.1
C 1.79491 -3.82941 0.47180 0.1 -0.1 0.0
C 0.86147 -4.43055 1.30040 0.0 0.0 -0.1
C -0.30662 -3.76451 1.63370 -0.2 0.0 0.1
C -0.54385 -2.49141 1.15148 0.1 -0.2 -0.1
C -0.96133 0.57393 0.87338 -0.1 0.0 -0.2
C -2.12311 1.28635 0.60306 0.3 -0.2 0.1
C -2.76875 1.95507 1.62988 -0.1 0.1 0.0
C -2.26859 1.90290 2.91991 -0.1 0.0 0.0
C -1.12231 1.17295 3.19586 0.0 0.0 0.0
C -0.45550 0.53083 2.17301 0.1 -0.1 -0.1
H -2.15337 0.84179 -4.69664 -0.1 0.0 -0.2
H -2.76279 -1.50401 -5.15946 0.0 0.1 -0.1
H -2.30615 -3.26340 -3.47620 -0.1 -0.1 -0.1
H -1.14413 -2.72418 -1.40074 0.1 0.0 0.0
H 2.29254 -2.07899 -0.67198 0.0 0.0 0.0
H 2.69704 -4.35348 0.19952 0.1 -0.1 0.0
H 1.03702 -5.42429 1.67852 0.0 -0.1 0.1
H -1.04127 -4.23814 2.26650 0.0 -0.1 0.1
H -1.46477 -1.97915 1.39588 0.0 0.0 0.1
H -2.53173 1.31326 -0.39567 -0.2 0.0 -0.1
H -3.66848 2.51060 1.41727 -0.1 0.1 0.0
H -2.76864 2.43557 3.71311 -0.1 0.0 0.1
H -0.75681 1.09942 4.20880 0.1 0.1 0.1
H 0.45037 -0.02847 2.37342 0.0 0.0 0.1
N 3.46639 2.89726 1.87511 0.0 0.1 0.3
N 3.15265 1.52351 1.65672 0.0 -0.5 0.2
H 3.96105 3.06157 2.75226 -0.2 -0.2 -0.1
H 2.60989 3.44007 1.87695 0.1 -0.1 -0.1
H 2.64120 1.09501 2.43356 0.3 0.2 -0.1
H 4.02974 1.01739 1.55099 -0.2 0.2 0.0
Cl 1.16110 4.67365 -0.25532 -0.6 0.8 0.4
Si 2.39535 3.51420 -1.36946 0.3 -2.5 0.7
Cl 1.95942 3.74317 -3.32916 -0.2 0.5 -1.1
Cl 4.29248 4.08016 -1.03547 0.8 0.6 -0.2


No. 3
46
Properties=species:S:1:pos:R:3:forces:R:3 method="wB97M-V/def2-TZVPD" total_charge=0 homo_lumo_gap_ha=0.237
C 3.23037 3.86375 1.06666 0.4 0.0 0.3
C 4.34401 2.90210 0.61060 0.0 0.5 0.2
H 2.84228 4.44698 0.22830 0.0 0.0 0.0
H 3.65065 4.56341 1.80636 -0.2 -0.1 -0.2
H 2.39620 3.35322 1.55404 0.3 0.1 -0.1
H 4.01350 2.16043 -0.11706 0.0 0.1 0.1
H 5.14598 3.50206 0.15729 0.0 -0.3 0.1
H 4.75587 2.37528 1.47687 0.0 0.0 -0.1
C -2.71594 0.99280 -0.57876 0.3 -0.5 -0.2
C -3.93194 0.97031 -1.27206 0.2 -0.2 0.0
C -4.18834 -0.05893 -2.19147 0.5 0.3 0.3
C -3.22072 -1.04157 -2.37777 0.5 0.0 0.2
H -2.49142 1.72978 0.20125 0.0 -0.2 -0.5
H -4.65884 1.76097 -1.07706 0.2 -0.3 -0.1
H -5.11146 -0.08613 -2.76335 0.1 0.0 0.2
H -3.33616 -1.88877 -3.04989 -0.3 0.3 0.1
N -1.75313 0.07352 -0.80952 -1.3 -0.6 -0.7
C -2.01485 -0.94720 -1.68133 -0.8 1.2 0.4
C -0.92706 -1.91281 -1.77992 1.4 -0.7 -0.1
N 0.14828 -1.56560 -1.02444 -0.5 -0.8 -0.4
C 1.21171 -2.38461 -0.94849 -0.7 0.5 -0.2
C 0.19139 -3.90700 -2.52630 -0.2 0.5 0.2
C 1.26550 -3.54575 -1.71061 0.2 0.0 0.1
H 1.98126 -2.05707 -0.24770 0.0 -0.2 -0.3
H 2.16954 -4.14149 -1.66013 -0.2 -0.1 0.0
C -0.93758 -3.08663 -2.54958 0.2 0.6 0.4
H -1.80722 -3.30204 -3.16036 0.2 -0.2 0.1
H 0.22618 -4.80216 -3.14207 0.0 0.1 0.2
Be -0.18987 -0.14210 -0.07996 0.2 0.0 0.5
I 1.17885 1.66718 -0.32063 -0.5 -0.3 -0.4
O 2.10960 2.34168 4.07131 -0.1 -0.9 -0.1
S 2.06881 0.90039 4.17141 -0.7 -0.3 0.5
O 3.26830 0.20399 4.57556 -0.6 0.3 -0.4
N 1.40328 0.20714 2.82597 -1.1 -0.5 -0.5
C 0.20240 -0.34245 3.01643 3.4 1.5 0.5
S -0.68771 -1.04594 1.79615 -1.0 -0.5 -0.8
C -0.23566 -0.31208 4.42104 -0.3 0.3 1.3
C -1.40068 -0.81053 5.01623 0.3 0.2 -0.4
C -1.61604 -0.58663 6.37963 0.3 0.1 0.1
C -0.68142 0.13163 7.14798 0.1 -0.1 -0.5
C 0.49273 0.62439 6.55008 -0.3 -0.1 -0.1
C 0.69264 0.38474 5.19742 -0.3 0.0 0.7
H -2.11404 -1.34520 4.38160 0.2 0.2 0.4
H -2.51646 -0.97897 6.85692 0.3 0.2 -0.2
H -0.86282 0.30187 8.21053 0.0 -0.1 -0.3
H 1.23500 1.19661 7.10671 -0.3 -0.2 0.0


No. 4
48
Properties=species:S:1:pos:R:3:forces:R:3 method="wB97M-V/def2-TZVPD" total_charge=+1 relative_energy_ev=0.106 homo_lumo_gap_ha=0.325
Sc 0.33157 -1.75341 -0.20427 -0.1 -0.6 0.5
O 0.71115 -3.41212 3.71269 0.0 0.2 -0.2
C 0.78119 -3.14903 2.43487 0.0 -0.2 0.2
O 0.39947 -2.09571 1.94050 0.1 0.0 0.1
C 1.40077 -4.24783 1.62057 0.0 0.0 -0.1
O 1.22620 -3.96733 0.24470 -0.1 0.0 0.0
C 0.37891 -4.91900 -0.47217 0.4 -0.1 0.2
C -0.98482 -4.33462 -0.78691 -0.3 0.7 0.2
O -1.82336 -5.01440 -1.30149 0.0 0.0 0.0
O -1.08078 -3.05386 -0.44835 -0.6 -1.0 -0.4
H 0.33185 -2.64431 4.17109 0.0 0.0 0.2
H 2.46358 -4.28719 1.87044 0.1 0.0 0.0
H 0.95544 -5.20036 1.90390 0.0 0.0 0.0
H 0.88733 -5.15923 -1.40110 0.0 0.0 0.0
H 0.27590 -5.83033 0.11201 0.0 0.0 0.0
O -0.63725 0.05249 0.30203 0.3 0.4 -0.3
C 0.04108 1.32220 -0.13855 -0.3 -0.1 0.4
C 1.33457 0.84495 -0.83166 0.2 -0.5 0.3
O 1.96989 1.57709 -1.52889 0.1 0.0 -0.1
O 1.66138 -0.41401 -0.51726 0.4 1.3 -0.4
C 0.44916 2.09666 1.10966 0.1 0.0 -0.1
C 0.79199 1.44136 2.28918 0.0 0.1 0.0
C 1.22175 2.16851 3.39102 0.0 0.0 0.0
C 1.33396 3.54938 3.31547 0.0 0.0 0.0
C 1.01155 4.20260 2.13429 0.0 0.0 0.0
C 0.56786 3.48077 1.03665 0.0 0.1 0.0
C -0.94119 2.08623 -1.00373 -0.1 0.0 0.0
C -0.71353 2.42803 -2.33045 0.0 0.0 0.0
C -1.68653 3.11645 -3.04768 0.0 0.0 0.0
C -2.89008 3.46167 -2.45544 0.0 0.0 0.0
C -3.12249 3.13014 -1.12576 0.1 0.0 -0.1
C -2.14683 2.46087 -0.40782 -0.1 0.0 0.1
H -1.44506 0.26993 0.77786 -0.2 0.0 0.0
H 0.72457 0.36489 2.35951 0.0 0.0 0.0
H 1.47796 1.65215 4.30759 0.0 0.0 0.0
H 1.67539 4.11480 4.17305 0.0 0.0 0.0
H 1.10466 5.27852 2.06211 0.0 0.0 0.0
H 0.32063 4.00168 0.12057 0.0 0.0 0.0
H 0.22772 2.18487 -2.79926 0.0 0.0 0.0
H -1.49203 3.38835 -4.07724 0.0 0.0 0.0
H -3.64067 3.99865 -3.02078 0.0 0.0 0.0
H -4.05147 3.41046 -0.64713 0.0 0.0 0.0
H -2.32415 2.26303 0.64654 0.0 0.0 0.0
Cl 1.65604 -2.71631 -2.58085 -0.2 0.0 -0.1
C 0.60349 -1.75628 -3.66201 0.0 0.0 0.1
Cl -0.71283 -0.98039 -2.74859 0.2 -0.1 -0.2
H 0.16343 -2.42708 -4.38684 0.0 0.0 0.0
H 1.21261 -0.98394 -4.11206 0.0 0.0 0.0


No. 5
49
Properties=species:S:1:pos:R:3:forces:R:3 method="wB97M-V/def2-TZVPD" s2=6.01 total_charge=0 spin_multiplicity=5 relative_energy_ev=0.334 homo_lumo_gap_ha="0.287 / 0.252"
Co -0.32763 0.53562 -0.61970 0.4 -0.2 0.2
C 2.68085 3.55644 -0.38981 0.0 0.0 0.0
C 1.68988 2.77336 -1.19209 -0.1 -0.1 0.0
O 1.45657 1.58783 -0.92987 0.0 0.2 -0.1
N 1.06726 3.39672 -2.20686 -0.1 -0.1 0.1
C 0.11859 2.69415 -3.05922 0.0 0.1 0.0
C -1.29935 2.64803 -2.53085 0.1 -0.1 -0.1
C -2.15355 3.72717 -2.65700 -0.1 0.1 -0.1
C -3.45754 3.61027 -2.20245 0.0 0.0 0.0
C -3.87398 2.40616 -1.66123 0.0 0.0 0.0
C -2.95648 1.37741 -1.55662 0.0 0.0 0.0
N -1.69066 1.49852 -1.97109 -0.1 0.1 0.2
H 3.58026 2.95600 -0.26828 0.0 0.0 0.0
H 2.25763 3.72817 0.60191 0.0 0.0 0.0
H 2.93167 4.51314 -0.84492 0.0 0.0 0.0
H 1.25923 4.36919 -2.37063 0.0 0.0 0.0
H 0.47629 1.67478 -3.18750 0.0 -0.1 0.0
H 0.11894 3.17930 -4.03391 0.0 0.0 0.0
H -1.80287 4.64601 -3.11098 0.0 0.0 0.0
H -4.14021 4.44702 -2.27799 0.0 0.0 0.0
H -4.88622 2.26622 -1.30902 0.0 0.0 0.0
H -3.20963 0.42551 -1.10629 0.0 0.0 0.0
O 0.32446 0.86952 3.48924 -0.1 0.1 -0.1
C 0.24307 0.80744 2.31006 0.2 -0.5 0.0
O 0.35244 0.05978 1.34762 -0.1 0.2 0.0
C -0.26132 2.56599 1.56171 -0.2 0.1 -0.3
O 0.10261 3.47510 2.23374 0.1 -0.1 0.1
O -0.84476 2.32720 0.50185 0.0 0.0 0.1
C 2.69675 -4.77410 0.90163 -0.1 0.0 0.0
C 1.66195 -4.12661 1.78110 0.1 -0.1 0.0
C 1.86605 -3.95105 3.13907 0.1 0.0 0.0
C 0.90128 -3.34123 3.92881 0.0 0.0 0.0
Cl 1.19733 -3.12880 5.63305 0.0 0.0 0.0
C -0.27946 -2.89899 3.37569 -0.1 0.0 0.0
C -0.50459 -3.07040 2.01306 0.0 0.1 0.0
C 0.45933 -3.67893 1.22733 -0.1 0.0 -0.1
O 0.33116 -3.90130 -0.11876 0.0 0.0 -0.1
C -0.78481 -3.35769 -0.79702 0.1 0.0 0.1
C -0.71988 -1.83870 -0.87129 -0.1 0.2 0.0
O -1.64648 -1.13760 -0.37229 0.1 -0.1 -0.1
O 0.27982 -1.29188 -1.41303 -0.1 0.0 0.2
H 3.58459 -5.03134 1.47787 0.0 0.0 0.0
H 2.98430 -4.10810 0.08630 0.0 0.0 0.0
H 2.30322 -5.68289 0.44195 0.0 0.0 0.0
H 2.79241 -4.28611 3.59014 0.0 0.0 0.0
H -1.01941 -2.40862 3.99430 0.0 0.0 0.0
H -1.41818 -2.68973 1.57911 0.0 0.0 0.0
H -1.73046 -3.66547 -0.34936 0.0 0.0 0.0
H -0.71046 -3.75250 -1.80749 -0.1 0.0 -0.1